Computed, not measured: a cluster of 9 separate species, C28H38O27 in total in a non-equilibrium geometry, with ωB97M-V/def2-TZVPD.

```
! wB97M-V def2-TZVPD RIJCOSX def2/J DEFGRID3
* xyz 0 1
C -10.90 -7.58 -18.77
C -10.52 -9.03 -18.73
O -11.60 -9.62 -18.07
C -12.69 -8.90 -18.11
O -13.76 -9.27 -17.77
O -12.36 -7.64 -18.61
H -10.64 -7.10 -19.71
H -10.42 -7.02 -17.97
H -9.67 -9.26 -18.09
H -10.49 -9.45 -19.74
C -8.49 -11.06 -22.83
C -8.37 -10.00 -21.72
O -7.04 -9.57 -21.83
C -6.42 -10.23 -22.80
O -5.30 -10.07 -23.09
O -7.15 -11.14 -23.28
H -9.02 -10.61 -23.67
H -8.87 -11.98 -22.39
H -8.49 -10.31 -20.68
H -8.99 -9.12 -21.88
C -8.34 -6.46 -23.88
C -9.32 -5.44 -23.60
O -10.22 -5.97 -22.65
C -10.22 -7.30 -22.82
O -10.92 -8.08 -22.18
O -9.14 -7.60 -23.60
H -7.46 -6.50 -23.23
H -8.04 -6.53 -24.93
H -9.89 -5.10 -24.47
H -9.07 -4.49 -23.14
C -11.35 -13.16 -18.91
C -10.35 -14.01 -19.83
O -10.36 -13.23 -21.05
C -11.25 -12.14 -21.00
O -11.42 -11.42 -21.95
O -11.91 -12.15 -19.76
H -10.82 -12.65 -18.10
H -12.15 -13.69 -18.41
H -10.51 -15.02 -20.21
H -9.35 -14.02 -19.41
C -11.80 -11.01 -25.19
C -12.01 -12.43 -24.95
O -13.40 -12.61 -25.23
C -13.91 -11.56 -25.82
O -15.09 -11.45 -26.18
O -13.00 -10.63 -25.93
H -10.92 -10.93 -25.83
H -11.80 -10.46 -24.25
H -11.95 -12.63 -23.88
H -11.31 -13.02 -25.55
C -8.45 -11.59 -16.02
C -7.49 -11.41 -17.11
O -7.18 -12.74 -17.55
C -7.57 -13.56 -16.60
O -7.31 -14.73 -16.52
O -8.27 -12.93 -15.63
H -9.48 -11.31 -16.22
H -8.13 -11.00 -15.16
H -6.66 -10.88 -16.65
H -7.71 -10.73 -17.93
C -10.01 -16.03 -22.97
C -9.69 -15.47 -24.35
O -8.42 -14.87 -24.07
C -8.10 -14.98 -22.76
O -7.22 -14.35 -22.24
O -8.92 -15.82 -22.17
H -10.37 -17.06 -22.97
H -10.81 -15.46 -22.50
H -10.42 -14.73 -24.68
H -9.66 -16.34 -25.01
C -4.20 -7.04 -24.88
C -3.95 -6.18 -23.67
O -4.90 -5.18 -23.88
C -5.46 -5.22 -25.12
O -6.39 -4.48 -25.50
O -5.10 -6.32 -25.70
H -4.67 -7.98 -24.59
H -3.35 -7.40 -25.45
H -2.92 -5.82 -23.66
H -4.31 -6.69 -22.77
C -2.15 -12.60 -20.40
C -3.44 -11.71 -20.62
C -4.74 -11.96 -19.80
O -5.07 -10.67 -19.39
C -4.14 -9.78 -19.74
O -4.28 -8.55 -19.65
O -3.11 -10.39 -20.26
H -1.68 -12.36 -19.45
H -1.31 -12.50 -21.09
H -2.29 -13.69 -20.38
H -3.74 -11.64 -21.66
H -4.55 -12.74 -19.06
H -5.47 -12.34 -20.51
*
```

Properties
Highest occupied orbital energy = -10.6 eV
Energy relative to the best compared isomer or geometry (same formula, charge and spin) = 270.9 kJ/mol
Structure (SMILES) = C[C@H]1COC(=O)O1.O=C1OCCO1.O=C1OCCO1.O=C1OCCO1.O=C1OCCO1.O=C1OCCO1.O=C1OCCO1.O=C1OCCO1.O=C1OCCO1
Kohn-Sham gap = 10.70 eV



Computed, not measured: a structure of composition C28H39AsN14SSr in a non-equilibrium geometry, with ωB97M-V/def2-TZVPD.

```
! wB97M-V def2-TZVPD RIJCOSX def2/J DEFGRID3
* xyz 2 1
Sr 0.52 -0.03 0.00
C -2.64 0.08 -4.50
C -1.17 0.09 -4.16
C -0.42 -1.09 -4.17
C 0.95 -1.06 -3.95
C 1.60 0.14 -3.72
C 0.86 1.32 -3.69
C -0.51 1.29 -3.90
H -3.09 -0.89 -4.29
H -2.78 0.29 -5.57
H -3.18 0.84 -3.94
H -0.92 -2.03 -4.38
H 1.53 -1.98 -4.02
H 2.68 0.17 -3.62
H 1.36 2.27 -3.56
H -1.08 2.22 -3.91
N -2.58 0.98 1.95
C -1.83 2.10 1.86
N -2.19 3.13 2.61
C -1.41 4.21 2.49
N -1.71 5.28 3.22
N -0.33 4.30 1.68
C -0.04 3.21 1.02
N -0.72 2.04 1.07
C 1.20 3.30 0.15
C 1.83 4.52 -0.02
C 2.99 4.56 -0.77
C 3.49 3.40 -1.33
C 2.79 2.23 -1.12
N 1.65 2.17 -0.41
H -3.42 1.08 2.49
H -2.61 0.36 1.14
H -2.51 5.26 3.83
H -1.15 6.11 3.14
H 1.42 5.40 0.45
H 3.51 5.50 -0.92
H 4.40 3.39 -1.92
H 3.14 1.30 -1.55
N 1.90 1.42 2.99
C 2.79 0.52 2.56
N 3.96 0.50 3.18
C 4.81 -0.43 2.75
N 6.01 -0.50 3.32
N 4.54 -1.35 1.79
C 3.37 -1.23 1.22
N 2.42 -0.31 1.54
C 3.04 -2.27 0.17
C 3.87 -3.37 0.02
C 3.51 -4.36 -0.88
C 2.33 -4.23 -1.59
C 1.57 -3.09 -1.39
N 1.92 -2.12 -0.54
H 2.16 1.99 3.78
H 0.93 1.41 2.70
H 6.25 0.14 4.05
H 6.66 -1.21 3.02
H 4.77 -3.44 0.61
H 4.14 -5.23 -1.01
H 2.00 -4.98 -2.29
H 0.65 -2.95 -1.94
C -2.45 -3.23 1.38
As -0.79 -2.27 1.68
C 0.39 -3.82 1.91
C -1.02 -1.84 3.57
H -2.57 -3.98 2.16
H -2.42 -3.72 0.41
H -3.28 -2.54 1.39
H -0.04 -4.49 2.66
H 1.37 -3.49 2.25
H 0.49 -4.35 0.97
H -1.21 -2.75 4.14
H -1.85 -1.15 3.69
H -0.11 -1.36 3.96
C -6.54 0.72 -0.86
N -5.09 0.62 -0.81
C -4.39 -0.47 -1.12
N -5.08 -1.56 -1.47
S -2.68 -0.49 -1.10
H -6.84 1.69 -0.47
H -7.00 -0.05 -0.23
H -6.92 0.63 -1.88
H -4.54 1.45 -0.65
H -6.08 -1.55 -1.61
H -4.57 -2.38 -1.73
*
```

Properties
Highest occupied orbital energy = -13.3 eV
Energy relative to the best compared isomer or geometry (same formula, charge and spin) = 48.2 kJ/mol
Kohn-Sham gap = 8.26 eV



Computed, not measured: a structure of composition C28H39BrClNO4 in a non-equilibrium geometry, with ωB97M-V/def2-TZVPD.

```
! wB97M-V def2-TZVPD RIJCOSX def2/J DEFGRID3
* xyz 0 1
C 5.61 -4.53 0.60
O 4.68 -4.65 1.70
C 3.94 -3.41 1.93
C 2.38 -3.55 1.49
C 1.36 -2.89 2.54
C 1.25 -1.28 2.49
C 2.05 -0.57 1.31
C 1.38 -0.67 -0.15
C -0.22 -0.79 -0.15
C -0.76 -0.64 -1.69
C -2.13 0.20 -1.76
C -2.03 1.61 -2.52
C -2.10 2.91 -1.58
C -0.96 2.99 -0.46
C 0.56 3.00 -0.90
C 1.03 2.96 -2.42
O 1.08 4.09 -3.03
O 1.35 1.78 -3.17
C 2.76 1.46 -3.09
C 3.00 0.31 -4.22
O 3.16 0.64 -5.43
Br 3.03 -1.64 -3.83
C 1.66 3.10 0.21
C 1.21 3.18 1.70
N -0.20 3.17 2.04
C -1.29 3.08 1.08
C -2.79 3.13 1.67
C -3.45 1.70 1.38
C -4.70 1.51 0.44
C -5.32 0.13 0.11
C -4.65 -1.13 0.74
C -5.29 -2.56 0.34
C -3.43 -0.98 1.71
C -2.82 0.44 2.03
H 6.23 -3.58 0.59
H 5.04 -4.71 -0.40
H 6.36 -5.41 0.68
H 4.08 -2.97 2.97
H 4.39 -2.65 1.18
H 2.17 -4.69 1.51
H 2.23 -3.23 0.40
H 0.29 -3.33 2.45
H 1.73 -3.19 3.60
H 1.72 -0.89 3.48
H 0.14 -1.01 2.55
H 2.08 0.57 1.57
H 3.16 -0.87 1.23
H 1.83 -1.50 -0.82
H 1.63 0.32 -0.70
H -0.62 -1.74 0.36
H -0.65 0.13 0.41
H -0.93 -1.70 -2.11
H 0.11 -0.20 -2.30
H -2.88 -0.45 -2.37
H -2.56 0.25 -0.70
H -2.95 1.67 -3.22
H -1.12 1.56 -3.21
H -3.14 3.06 -1.13
H -1.93 3.82 -2.27
H 3.41 2.38 -3.27
H 3.03 1.01 -2.07
H 2.75 3.12 -0.14
H 2.04 3.26 2.48
H -0.43 3.27 3.05
H -3.44 3.91 1.11
H -2.79 3.39 2.79
H -5.13 2.47 -0.02
H -6.21 0.11 -0.61
H -4.96 -2.74 -0.76
H -6.43 -2.56 0.33
H -4.82 -3.40 0.95
H -2.96 -1.94 2.16
H -1.91 0.45 2.73
Cl 2.13 5.92 -3.58
*
```

Properties
Highest occupied orbital energy = -5.8 eV
Kohn-Sham gap = 3.79 eV



Computed, not measured: a structure of composition C28H39BrN10PRuS3 in a non-equilibrium geometry, with ωB97M-V/def2-TZVPD.

```
! wB97M-V def2-TZVPD RIJCOSX def2/J DEFGRID3
* xyz 3 5
Ru 9.79 9.43 14.36
Br 10.50 8.49 21.57
C 9.94 8.59 19.82
C 10.88 8.88 18.87
C 10.45 9.04 17.52
C 9.08 8.86 17.21
C 8.16 8.51 18.24
C 8.60 8.50 19.52
N 8.58 8.75 15.90
C 7.41 8.26 15.45
C 7.13 8.25 14.07
C 5.83 8.03 13.58
C 5.67 7.94 12.20
C 6.77 8.28 11.32
C 7.98 8.59 11.85
N 8.20 8.64 13.25
H 11.96 8.99 19.14
H 11.19 9.41 16.73
H 7.10 8.38 17.98
H 7.96 8.29 20.42
H 6.65 7.85 16.15
H 4.97 7.73 14.22
H 4.70 7.62 11.83
H 6.62 8.14 10.25
H 8.92 8.61 11.29
S 12.06 10.17 13.92
C 12.83 8.69 13.50
N 14.09 8.58 13.77
C 14.79 7.33 13.65
C 13.70 6.28 13.26
S 12.20 7.16 12.82
H 14.54 9.39 14.25
H 15.26 7.04 14.58
H 15.60 7.43 12.90
H 13.43 5.76 14.21
H 13.94 5.60 12.47
C 13.89 12.01 6.41
N 12.57 11.35 6.16
C 11.39 12.22 6.45
N 11.43 12.70 7.80
C 12.73 13.31 8.05
N 13.94 12.51 7.77
C 14.06 11.52 8.81
P 12.52 10.44 8.86
C 12.53 10.04 7.05
C 11.10 11.68 8.78
H 14.19 12.76 5.69
H 14.71 11.21 6.31
H 12.60 10.98 5.21
H 10.48 11.65 6.23
H 11.34 13.07 5.76
H 12.79 13.51 9.14
H 12.71 14.23 7.49
H 14.17 12.00 9.76
H 14.88 10.84 8.79
H 11.55 9.56 6.85
H 13.26 9.30 6.72
H 10.89 12.23 9.76
H 10.12 11.21 8.50
C 6.37 12.66 19.42
N 5.49 11.65 18.78
C 5.55 11.89 17.31
N 5.04 13.22 16.97
C 5.80 14.26 17.68
N 5.83 14.02 19.16
C 4.43 14.12 19.60
N 3.65 13.11 18.96
C 4.17 11.80 19.24
C 3.62 13.24 17.52
H 7.34 12.62 18.86
H 6.28 12.37 20.43
H 5.01 11.03 16.77
H 6.54 11.93 16.89
H 5.30 15.22 17.50
H 6.83 14.33 17.33
H 4.04 15.13 19.39
H 4.40 14.07 20.70
H 3.58 11.00 18.73
H 4.10 11.60 20.33
H 3.12 14.14 17.22
H 3.12 12.40 17.09
S 8.23 12.32 14.83
C 9.08 11.06 14.44
*
```

Properties
Highest occupied orbital energy (alpha / beta) = -12.5 / -14.0 eV
Energy relative to the best compared isomer or geometry (same formula, charge and spin) = 0.0 kJ/mol
<S²> = 6.042
Kohn-Sham gap (alpha / beta) = 5.42 / 3.67 eV



Computed, not measured: a structure of composition C28H39Cl2GeN4O5S2Y in a non-equilibrium geometry, with ωB97M-V/def2-TZVPD.

```
! wB97M-V def2-TZVPD RIJCOSX def2/J DEFGRID3
* xyz 1 2
Y -18.77 -0.18 -6.08
C -18.00 0.76 -2.06
C -19.32 0.12 -2.54
C -19.30 -1.39 -2.35
C -20.46 0.82 -1.82
O -19.42 0.38 -4.00
Ge -21.10 1.21 -4.72
O -21.06 -0.45 -5.92
C -22.22 -1.30 -6.07
C -23.50 -0.50 -5.94
C -22.16 -1.88 -7.50
C -22.20 -2.35 -4.99
O -19.80 1.80 -6.07
C -20.37 2.81 -6.99
C -19.24 3.19 -7.91
C -21.56 2.26 -7.77
C -20.78 4.02 -6.16
H -17.89 0.62 -0.97
H -17.16 0.30 -2.60
H -17.98 1.83 -2.30
H -19.03 -1.69 -1.31
H -20.29 -1.86 -2.62
H -18.54 -1.78 -3.07
H -20.34 0.66 -0.73
H -20.49 1.92 -2.00
H -21.48 0.42 -2.07
H -23.59 0.26 -6.71
H -24.42 -1.14 -5.92
H -23.51 0.07 -5.00
H -22.31 -1.03 -8.20
H -21.16 -2.29 -7.72
H -22.92 -2.67 -7.62
H -22.52 -1.99 -4.01
H -22.91 -3.15 -5.31
H -21.18 -2.80 -4.88
H -18.78 2.28 -8.29
H -19.58 3.87 -8.72
H -18.49 3.74 -7.34
H -21.28 1.25 -8.10
H -22.46 2.19 -7.09
H -21.83 2.88 -8.62
H -19.99 4.28 -5.44
H -20.99 4.89 -6.82
H -21.73 3.85 -5.61
Cl -16.88 2.02 -5.38
C -15.18 1.62 -5.36
C -14.19 2.61 -5.43
C -12.84 2.28 -5.49
C -12.47 0.93 -5.48
C -13.45 -0.07 -5.44
Cl -12.99 -1.73 -5.58
C -14.83 0.24 -5.26
S -16.02 -1.00 -4.98
H -14.54 3.63 -5.59
H -12.10 3.05 -5.57
H -11.41 0.60 -5.50
N -19.61 -2.37 -14.14
C -19.08 -2.04 -12.92
C -19.49 -0.89 -12.21
C -19.02 -0.63 -10.93
C -18.15 -1.55 -10.33
C -17.65 -2.68 -11.05
C -18.09 -2.88 -12.37
S -17.55 -1.29 -8.68
O -16.18 -1.68 -8.73
O -17.88 0.12 -8.34
N -18.43 -1.96 -7.49
C -18.33 -3.24 -7.04
N -17.77 -4.19 -7.77
C -18.03 -5.45 -7.40
C -18.64 -5.75 -6.16
C -18.90 -4.65 -5.33
N -18.79 -3.40 -5.79
H -20.11 -1.65 -14.68
H -19.10 -3.10 -14.62
H -20.11 -0.16 -12.72
H -19.28 0.30 -10.40
H -16.85 -3.28 -10.58
H -17.71 -3.73 -12.95
H -17.78 -6.20 -8.16
H -18.81 -6.76 -5.88
H -19.23 -4.73 -4.30
*
```

Properties
Highest occupied orbital energy (alpha / beta) = -10.3 / -10.3 eV
Energy relative to the best compared isomer or geometry (same formula, charge and spin) = 0.0 kJ/mol
<S²> = 0.775
Kohn-Sham gap (alpha / beta) = 8.18 / 4.68 eV



Computed, not measured: a cluster of 3 separate species, C28H39ClF2NO4P2 in total, with ωB97M-V/def2-TZVPD.

```
! wB97M-V def2-TZVPD RIJCOSX def2/J DEFGRID3
* xyz -1 1
C -0.08 -5.53 2.54
C -0.60 -4.58 1.44
C -1.21 -3.26 1.97
C -0.69 -1.99 1.28
P -1.92 -0.62 0.91
C -0.69 0.78 1.63
C 0.62 0.81 0.94
C 0.73 1.28 -0.37
C 1.94 1.28 -1.05
C 3.09 0.81 -0.43
C 3.02 0.37 0.88
C 1.80 0.37 1.55
C -3.19 -1.79 0.06
C -2.67 -2.85 -0.91
O -1.56 -2.44 -1.69
C -3.85 -3.33 -1.83
N -3.81 -2.87 -3.21
O -3.16 0.70 0.70
C -4.12 0.73 1.71
C -3.45 0.17 2.96
P -4.61 -0.55 4.22
O -3.46 -1.23 5.15
Cl -5.34 -2.21 3.20
O -2.60 -0.85 2.54
H -0.45 -5.23 3.52
H -0.42 -6.55 2.36
H 1.01 -5.56 2.56
H 0.17 -4.36 0.70
H -1.38 -5.12 0.90
H -0.95 -3.20 3.03
H -2.30 -3.32 1.94
H 0.04 -1.55 1.96
H -0.14 -2.22 0.37
H -1.42 -0.24 -0.38
H -1.19 1.73 1.48
H -0.54 0.64 2.71
H -0.16 1.65 -0.86
H 1.97 1.66 -2.06
H 4.03 0.80 -0.96
H 3.89 -0.01 1.40
H 1.75 0.01 2.57
H -3.74 -2.33 0.83
H -3.91 -1.16 -0.47
H -2.33 -3.74 -0.37
H -1.78 -1.60 -2.11
H -4.79 -2.99 -1.40
H -3.86 -4.43 -1.85
H -3.93 -1.87 -3.28
H -2.95 -3.15 -3.66
H -4.99 0.11 1.45
H -4.44 1.77 1.87
H -2.86 0.93 3.49
H -2.63 -1.29 4.64
F 5.07 3.21 -0.59
C 6.34 3.03 -0.19
C 7.31 3.90 -0.64
C 8.62 3.70 -0.22
C 8.93 2.65 0.64
C 7.93 1.79 1.07
C 6.62 1.98 0.66
H 7.05 4.71 -1.30
H 9.40 4.37 -0.55
H 9.96 2.50 0.96
H 8.17 0.97 1.73
H 5.82 1.33 0.99
F 0.75 2.05 -3.74
C -0.34 2.83 -3.84
C -1.31 2.52 -4.77
C -2.43 3.33 -4.86
C -2.57 4.43 -4.03
C -1.58 4.72 -3.09
C -0.45 3.92 -2.99
H -1.18 1.66 -5.41
H -3.20 3.10 -5.58
H -3.45 5.06 -4.10
H -1.69 5.57 -2.44
H 0.32 4.11 -2.26
*
```

Properties
Highest occupied orbital energy = -4.3 eV
Kohn-Sham gap = 6.72 eV



Number 1: M 806.6 g/mol. Number 2: M 766.3 g/mol. Number 3: M 569.0 g/mol. Number 4: M 823.8 g/mol. Number 5: M 808.2 g/mol. Number 6: M 589.0 g/mol.